40
Properties=species:S:1:pos:R:3 method="wB97M-V/def2-TZVPD" max_force_ha_per_bohr=0.0608 smiles=CCC[Si](C)(C)N[Si](C)(C)CCC homo_ev=-9.22 e_above_lowest_kcal_mol=0.0 total_charge=0 homo_lumo_gap_ev=9.97
C 0.033 4.051 3.225
C -0.159 2.736 2.412
C 0.499 2.808 1.015
Si 0.332 1.515 -0.420
C 1.210 1.982 -2.033
C -1.506 1.239 -0.821
N 1.011 -0.048 0.204
Si 0.938 -1.693 -0.671
C 1.975 -1.851 -2.234
C 1.768 -2.894 0.681
C -0.744 -2.322 -1.119
C -1.632 -2.780 0.070
C -3.116 -2.743 -0.220
H 1.097 4.134 3.523
H -0.292 5.032 2.838
H -0.441 4.016 4.213
H -1.240 2.618 2.132
H 0.236 1.894 3.058
H 0.205 3.719 0.523
H 1.545 2.996 1.070
H 0.654 2.048 -2.972
H 2.036 1.248 -2.114
H 1.774 2.931 -1.942
H -1.493 0.223 -1.143
H -2.115 1.302 0.071
H -1.787 1.963 -1.567
H 2.052 0.102 -0.019
H 2.949 -1.456 -1.960
H 1.509 -1.253 -2.981
H 2.086 -2.876 -2.610
H 1.332 -3.881 0.472
H 2.846 -2.972 0.579
H 1.621 -2.815 1.759
H -0.436 -3.184 -1.690
H -1.284 -1.667 -1.761
H -1.441 -3.814 0.394
H -1.406 -2.101 0.916
H -3.482 -1.704 -0.419
H -3.391 -3.374 -1.051
H -3.746 -3.128 0.590

***

81
Properties=species:S:1:pos:R:3 method="wB97M-V/def2-TZVPD" max_force_ha_per_bohr=0.0827 homo_ev="-11.51 / -11.51" total_charge=+1 spin_multiplicity=5 homo_lumo_gap_ev="4.21 / 4.12"
Fe 2.639 -3.120 1.668
C 0.621 0.484 0.454
C 1.176 -0.742 -0.244
O 1.664 -1.653 0.715
H 0.300 1.237 -0.263
H 1.321 1.032 1.087
H -0.209 0.211 1.106
H 1.970 -0.501 -0.957
H 0.428 -1.253 -0.857
C -1.249 -0.832 -6.334
O -2.192 -0.283 -6.873
N -1.024 -0.905 -5.000
C 0.143 -1.317 -4.287
C -1.948 -0.278 -4.064
H -0.523 -1.366 -6.965
H 0.649 -0.564 -3.674
H 0.942 -1.687 -4.932
H -0.060 -2.107 -3.562
H -2.083 -0.877 -3.158
H -1.486 0.570 -3.546
H -2.922 0.005 -4.453
C 0.056 3.975 1.880
O -0.093 4.233 3.065
N 1.185 4.290 1.205
C 1.254 3.983 -0.249
C 2.293 5.066 1.689
H -0.745 3.480 1.312
H 2.261 4.241 -0.574
H 0.665 4.749 -0.761
H 0.943 3.010 -0.613
H 2.298 6.056 1.233
H 2.427 5.079 2.769
H 3.220 4.565 1.393
C -1.191 -4.304 0.554
O -1.646 -4.845 1.529
N -1.750 -4.211 -0.691
C -0.992 -3.681 -1.816
C -3.150 -4.634 -1.003
H -0.226 -3.766 0.650
H -1.276 -2.690 -2.171
H -1.107 -4.371 -2.654
H 0.081 -3.651 -1.617
H -3.801 -3.851 -1.388
H -3.008 -5.429 -1.736
H -3.565 -5.060 -0.092
C -1.098 -1.586 3.441
O -1.724 -2.608 3.682
N -1.023 -0.484 4.205
C 0.109 0.444 4.142
C -1.832 -0.318 5.401
H -0.332 -1.501 2.649
H 0.619 0.392 5.107
H -0.349 1.432 4.081
H 0.872 0.263 3.387
H -1.199 -0.197 6.281
H -2.542 0.504 5.318
H -2.368 -1.240 5.622
C -4.916 0.243 -2.018
O -5.767 -0.648 -1.981
N -3.970 0.413 -1.087
C -3.133 1.586 -1.138
C -3.855 -0.396 0.141
H -4.875 0.955 -2.853
H -2.056 1.437 -1.055
H -3.503 2.252 -0.354
H -3.238 2.160 -2.059
H -4.253 0.066 1.043
H -4.406 -1.320 -0.036
H -2.820 -0.732 0.210
C 6.768 0.971 1.677
O 7.850 0.769 1.152
N 5.599 0.814 0.964
C 4.332 1.213 1.521
C 5.582 0.457 -0.452
H 6.664 1.342 2.705
H 4.454 1.476 2.572
H 3.521 0.499 1.364
H 3.926 2.140 1.101
H 5.058 -0.500 -0.534
H 5.074 1.203 -1.063
H 6.538 0.207 -0.907

***

6
Properties=species:S:1:pos:R:3 method="wB97M-V/def2-TZVPD" max_force_ha_per_bohr=0.0424 smiles="[O-]N(O)N=S" homo_ev=-3.28 e_above_lowest_kcal_mol=2.5 total_charge=-1 homo_lumo_gap_ev=7.40
O -0.825 -1.701 0.010
N -0.232 -0.623 0.003
O -1.216 0.493 -0.001
N 0.980 -0.409 -0.003
S 1.862 1.062 -0.001
H -0.568 1.178 -0.007